Here is 2 unconnected molecules or ions with the total composition C7H15Cl in a non-equilibrium geometry from OMol25. Energies are from the ωB97M-V functional and the def2-TZVPD basis.

Properties
Frontier orbital gap (alpha / beta): 6.6 / 9.0 eV
DFT total energy: -20019.8760 eV
LUMO level (alpha / beta): 0.0 / 0.8 eV
Highest occupied orbital energy (alpha / beta): -6.62 / -8.18 eV
Maximum force: 4.66 eV/A
Molecular weight: 134.650 g/mol

XYZ file:
```
23
Properties=species:S:1:pos:R:3:lowdin_charge:R:1
C -2.04350 -0.72584 -0.46689 -0.068
C 0.20067 -1.78140 -1.38057 -0.065
C -0.35369 -1.94490 1.07812 -0.112
C -0.01459 2.73826 0.12148 -0.148
C 2.14555 1.29723 0.14570 -0.159
C -0.78393 -1.52222 -0.26797 -0.320
C 0.72357 1.40993 0.56312 -0.700
Cl 0.24489 1.11773 2.22301 0.644
H -2.83943 -1.09383 -1.07027 0.066
H -2.46743 -0.64188 0.43671 0.027
H -1.98305 0.26917 -0.85478 0.064
H 1.02275 -2.11476 -0.84863 0.037
H -0.38781 -2.54345 -1.99795 0.110
H 0.28945 -0.92376 -1.97303 0.050
H 0.65880 -2.11646 1.14042 0.050
H -0.68283 -1.32408 1.85201 0.014
H -0.85116 -2.82052 1.35907 0.068
H 0.13589 2.76782 -1.02502 0.100
H -1.00650 2.50848 0.46192 0.031
H 0.36707 3.67020 0.49253 0.057
H 2.26334 1.45216 -0.84467 0.008
H 2.51347 0.16928 0.29153 0.119
H 2.84847 2.15285 0.56416 0.125
```